This record from the OMol25 dataset describes a 12-piece molecular cluster, C49H58BF11N3O39S overall at a distorted geometry. The level of theory is ωB97M-V/def2-TZVPD.

Values from the calculation:
E_HOMO in eV: -5.954
Gap between HOMO and LUMO in eV: 7.0943
Calculated total energy in Ha: -6522.40176

Geometry as ORCA input:
```
! RIJCOSX wB97M-V def2-TZVPD def2/J DEFGRID3
* xyz -1 1
O -2.04781 -3.24383 -4.02717
C -1.22819 -3.11416 -4.88926
N -0.34732 -3.01552 -5.70021
B 0.34461 -1.57526 -5.79020
C 1.08022 -1.19668 -4.37744
C 2.03023 -2.25480 -3.82784
C 3.48476 -2.17556 -4.28662
C 4.07064 -0.77719 -4.42659
C 4.46854 -0.12492 -3.10413
C 3.34738 -0.09984 -2.05835
C 3.53741 1.08699 -1.11703
S 2.62320 0.85292 0.46582
C 1.20961 -0.02069 -0.11350
N 0.30817 0.57527 -0.75114
N -0.60805 -0.40970 -1.10206
C -0.19716 -1.46892 -0.64908
O 0.97568 -1.31301 0.00705
C 1.53210 -1.71607 -6.97031
C 1.05933 -1.54985 -8.39718
O -0.10876 -2.35849 -8.70385
C -0.78468 -1.91773 -9.72874
O -1.66688 -2.57590 -10.24366
C -0.66401 -0.37394 -6.28266
C -1.48005 0.28536 -5.20330
O -2.09387 1.52495 -5.73895
C -1.76087 2.62058 -5.07014
O -0.64796 2.98686 -4.80944
H 0.26549 -1.13197 -3.65797
H 1.50547 -0.20289 -4.40154
H 1.66014 -3.23750 -4.08388
H 2.02380 -2.22558 -2.74400
H 4.11980 -2.70560 -3.58427
H 3.61708 -2.68669 -5.22852
H 4.98048 -0.88122 -5.00939
H 3.45817 -0.11002 -5.00576
H 4.71979 0.90819 -3.32778
H 5.37848 -0.57496 -2.72691
H 2.37627 -0.08014 -2.51079
H 3.45708 -0.98626 -1.44932
H 4.57917 1.25695 -0.91683
H 3.08678 1.93406 -1.60698
H -0.67817 -2.40760 -0.77981
H 2.33165 -0.99919 -6.83018
H 1.90281 -2.73165 -6.89108
H 1.84632 -1.87545 -9.07101
H 0.90343 -0.49933 -8.59873
H -0.54731 -0.93416 -10.14015
H -1.36024 -0.69228 -7.05070
H -0.05259 0.41107 -6.71337
H -2.31279 -0.35730 -4.94547
H -0.91384 0.54194 -4.32426
H -2.61986 3.24372 -4.78587
C -4.04925 -3.78874 -1.01137
C -5.13296 -2.89091 -0.46888
O -4.75657 -2.74391 0.89202
C -3.39990 -2.87456 0.94720
O -2.73217 -2.55567 1.87191
O -2.92334 -3.41144 -0.19913
F -6.35740 -3.47716 -0.52928
H -4.27468 -4.84391 -0.85302
H -3.84230 -3.62453 -2.06474
H -5.18337 -1.90747 -0.93774
C -3.65936 -4.25173 -8.47358
C -3.02967 -4.15839 -7.10787
O -3.43573 -5.38600 -6.50643
C -3.59348 -6.28953 -7.51165
O -3.67395 -7.46209 -7.35600
O -3.64381 -5.66907 -8.71260
F -3.53888 -3.12185 -6.39004
H -4.69265 -3.89743 -8.47276
H -3.09835 -3.71439 -9.23123
H -1.93986 -4.09258 -7.11012
C 2.18155 4.05918 4.73697
C 2.71723 2.67002 4.52143
O 2.90272 2.61878 3.12088
C 3.15774 3.89778 2.71035
O 3.61780 4.18691 1.65974
O 2.83209 4.78921 3.68193
F 1.80939 1.72446 4.87768
H 1.09949 4.11079 4.60460
H 2.44257 4.45661 5.71462
H 3.66165 2.46633 5.02181
C 6.91645 3.33855 7.41439
C 6.01888 4.55137 7.40863
O 4.77187 4.00441 7.00557
C 4.75709 2.70394 7.42141
O 3.78646 2.03096 7.48275
O 5.99723 2.28980 7.76009
F 6.41824 5.47156 6.49366
H 7.34104 3.13811 6.42902
H 7.71261 3.41338 8.13775
H 5.90752 5.03681 8.37909
C -1.34552 2.46910 8.42313
C -1.41640 1.21246 7.58767
O -1.59354 1.72729 6.28284
C -1.00590 2.95042 6.24804
O -0.74149 3.52648 5.25064
O -0.75546 3.40009 7.50418
F -2.49191 0.44632 7.90215
H -2.33678 2.82222 8.71156
H -0.73330 2.35423 9.31311
H -0.51822 0.59555 7.61697
C 11.71323 5.43924 8.03490
C 10.66805 4.81674 7.13953
O 9.69185 4.37869 8.07553
C 9.76981 5.21805 9.15296
O 8.93692 5.30518 9.98653
O 10.91780 5.93033 9.12208
F 11.15101 3.74507 6.46840
H 12.42248 4.69871 8.40569
H 12.25794 6.24744 7.55531
H 10.20714 5.50692 6.43122
C -4.99977 2.10234 -7.99905
C -4.25035 3.38407 -8.24677
O -5.18541 4.13787 -9.01120
C -6.43180 3.72054 -8.64224
O -7.43274 4.30415 -8.88356
O -6.36345 2.55499 -7.95734
F -3.13896 3.17704 -8.98474
H -4.87899 1.39082 -8.81627
H -4.71528 1.62215 -7.06655
H -3.99068 3.93386 -7.34073
C -2.24474 -2.47034 6.17228
C -0.88316 -2.32936 5.53510
O -0.13694 -3.34230 6.19503
C -1.00775 -4.32209 6.55060
O -0.70438 -5.41517 6.88054
O -2.29366 -3.87725 6.46811
F -0.32888 -1.12272 5.79838
H -2.32607 -1.90168 7.09581
H -3.05441 -2.18127 5.50653
H -0.86384 -2.50630 4.45891
C -1.91473 6.69577 -10.94507
C -0.80228 6.72254 -11.96541
O 0.21112 5.97146 -11.33039
C -0.41088 5.07842 -10.49473
O 0.10886 4.13659 -10.01511
O -1.71074 5.43062 -10.31149
F -0.35036 7.98500 -12.19031
H -1.81062 7.49421 -10.20909
H -2.90411 6.75036 -11.39188
H -1.05317 6.25827 -12.92073
C -4.80754 -5.64279 7.40982
C -5.82691 -6.06012 6.37771
O -6.85510 -6.62626 7.17548
C -6.80831 -6.00585 8.38924
O -7.67096 -6.04416 9.19765
O -5.64248 -5.33278 8.53977
F -5.34237 -7.00823 5.54029
H -4.13027 -6.45615 7.67192
H -4.22142 -4.78294 7.10210
H -6.23810 -5.23934 5.78731
C -3.95705 -2.58709 10.59789
C -3.09774 -3.82401 10.71985
O -2.07232 -3.57477 9.77182
C -1.93151 -2.22395 9.68217
O -1.00934 -1.68181 9.17805
O -2.98944 -1.58910 10.23977
F -3.77395 -4.93647 10.36324
H -4.69457 -2.68494 9.80052
H -4.46387 -2.32599 11.52253
H -2.65191 -3.97090 11.70521
*
```